1.
# C40H34N7O6Sr

A structure of composition C40H34N7O6Sr (ωB97M-V/def2-TZVPD, the OMol25 dataset).

Geometry (Å):
Sr (-0.003, -1.425, 0.084)
C (-0.102, -3.857, 3.588)
C (-1.449, -3.592, 3.824)
C (-1.973, -2.371, 3.480)
C (-1.142, -1.414, 2.879)
N (0.146, -1.677, 2.618)
C (0.642, -2.872, 2.980)
N (-1.688, -0.142, 2.696)
C (-1.278, 0.840, 1.952)
N (-0.421, 0.934, 0.875)
C (-0.318, 2.273, 0.545)
N (0.285, 2.866, -0.407)
C (1.219, 2.504, -1.341)
C (0.875, 2.653, -2.698)
C (1.862, 2.595, -3.649)
C (3.183, 2.385, -3.257)
C (3.414, 2.167, -1.918)
N (2.469, 2.202, -0.967)
C (-1.179, 3.083, 1.459)
C (-1.415, 4.443, 1.528)
C (-2.307, 4.878, 2.501)
C (-2.931, 3.973, 3.366)
C (-2.677, 2.609, 3.281)
C (-1.789, 2.197, 2.306)
H (0.361, -4.797, 3.847)
H (-2.082, -4.342, 4.284)
H (-3.003, -2.105, 3.668)
H (1.696, -3.019, 2.770)
H (-0.157, 2.853, -2.951)
H (1.609, 2.725, -4.695)
H (3.997, 2.340, -3.965)
H (4.413, 1.924, -1.569)
H (-0.925, 5.124, 0.847)
H (-2.529, 5.933, 2.596)
H (-3.622, 4.350, 4.108)
H (-3.147, 1.891, 3.938)
O (2.253, -0.567, -0.142)
C (3.209, -1.633, -0.253)
C (2.404, -2.963, -0.572)
O (2.901, -4.033, -0.258)
O (1.329, -2.753, -1.210)
C (4.063, -1.465, -1.509)
C (3.480, -0.967, -2.667)
C (4.214, -0.881, -3.840)
C (5.538, -1.297, -3.867)
C (6.121, -1.802, -2.713)
C (5.385, -1.889, -1.540)
C (4.053, -1.610, 1.019)
C (4.346, -2.721, 1.800)
C (5.111, -2.584, 2.956)
C (5.600, -1.350, 3.344)
C (5.322, -0.235, 2.563)
C (4.560, -0.370, 1.417)
H (2.616, 0.317, -0.332)
H (2.443, -0.660, -2.654)
H (3.744, -0.486, -4.732)
H (6.111, -1.231, -4.783)
H (7.151, -2.134, -2.723)
H (5.841, -2.292, -0.644)
H (3.981, -3.686, 1.486)
H (5.320, -3.463, 3.554)
H (6.189, -1.252, 4.247)
H (5.689, 0.742, 2.850)
H (4.338, 0.517, 0.835)
C (-5.365, -1.044, 1.490)
C (-5.881, -1.329, 0.089)
C (-4.908, -2.165, -0.757)
C (-5.450, -2.404, -2.185)
C (-6.846, -2.996, -2.305)
C (-4.717, -3.501, -0.072)
O (-5.642, -4.232, 0.226)
N (-3.428, -3.861, 0.207)
C (-2.316, -3.040, 0.076)
O (-1.243, -3.491, 0.504)
N (-2.407, -1.805, -0.465)
C (-3.610, -1.344, -0.912)
O (-3.706, -0.249, -1.437)
H (-6.072, -0.420, 2.040)
H (-4.409, -0.517, 1.483)
H (-5.231, -1.962, 2.068)
H (-6.037, -0.391, -0.447)
H (-6.833, -1.860, 0.134)
H (-4.730, -3.030, -2.724)
H (-5.418, -1.424, -2.667)
H (-6.968, -3.897, -1.708)
H (-7.044, -3.244, -3.349)
H (-7.611, -2.284, -1.995)
H (-3.278, -4.749, 0.664)

As for the total charge: -1. Its HOMO energy is -5.6 eV. The calculation puts the LUMO energy at 2.325 eV.

---

2.
# C12H13ClFeO2

A structure of composition C12H13ClFeO2 (ωB97M-V/def2-TZVPD, the OMol25 dataset).

Geometry (Å):
C (0.264, -0.154, 3.086)
C (-1.027, -0.043, 2.456)
C (-1.004, 1.132, 1.596)
H (-1.937, -0.577, 2.731)
C (0.337, 1.616, 1.627)
C (1.080, 0.875, 2.584)
H (2.062, 1.137, 2.948)
H (0.484, -0.882, 3.863)
H (-1.882, 1.640, 1.185)
H (0.629, 2.538, 1.161)
Fe (-0.188, -0.636, 0.422)
Cl (-0.654, -2.580, 1.328)
C (-0.789, -1.670, -1.612)
C (-0.815, -0.294, -1.994)
C (-2.010, 0.303, -1.435)
H (-0.116, 0.212, -2.663)
C (-2.717, -0.708, -0.733)
C (-2.007, -1.943, -0.872)
H (-2.368, -2.925, -0.566)
H (-0.071, -2.419, -1.937)
H (-2.361, 1.314, -1.661)
H (-3.709, -0.621, -0.301)
C (3.029, 0.639, -2.142)
C (2.258, 0.711, -0.849)
O (2.535, 1.586, -0.014)
O (1.313, -0.171, -0.704)
H (4.027, 1.059, -2.025)
H (2.530, 1.226, -2.919)
H (3.108, -0.364, -2.561)

As for the total charge: -1. Its HOMO energy (spin up / spin down) is -3.9 / -3.9 eV. The calculation puts the LUMO energy (spin up / spin down) at 3.546 / 3.128 eV. The multiplicity is 6.

---

Calculated relative energy (zero: lowest compared OMol25 entry of this formula, charge and spin), 8.9 0.0 kcal per mole (same order as the records).
Calculated total energy, -65592.4257 -63659.8637 eV (same order as the records).